1.
Here is C6H21NO6P2STa as an isolated structure from the Open Molecules 2025 dataset. Energies are from ωB97M-V/def2-TZVPD.

Properties
* LUMO level: 1.89 eV
* ΔE to the lowest compared entry with this formula, charge and spin: 132.51 kcal per mole
* highest occupied orbital energy: -5.3 eV
* net charge: -1
* Kohn-Sham gap: 0.2638 Eh

Atoms and positions in Å:
C 4.23154 -0.79884 -0.76741
C 3.14885 -0.27250 -1.90212
C 1.82395 0.43933 -1.19489
N 0.67812 -0.52372 -0.94449
Ta 0.55916 -1.04182 1.18298
C 0.15826 1.16827 1.77726
C -1.40508 1.51669 2.12719
C -2.33898 1.88983 0.82878
S -1.64957 3.23814 -0.27515
O -2.89706 3.94884 -0.93005
O -0.89555 4.36166 0.53752
O -0.71382 2.66176 -1.59691
P -1.94781 -1.66385 1.08567
P -2.54202 -2.52870 -0.82416
O -3.45466 -1.50163 -1.66620
O -1.23510 -3.11216 -1.81545
O -3.63776 -3.87219 -0.43606
H 4.25390 -0.05945 0.16821
H 3.92923 -1.86260 -0.34893
H 5.32898 -0.85135 -1.17236
H 3.69195 0.60698 -2.49911
H 2.87350 -1.08217 -2.70147
H 2.19069 1.01752 -0.24374
H 1.45130 1.25122 -1.96429
H -0.19293 0.02273 -1.17736
H 0.93623 -2.83087 0.73065
H 0.55502 -1.59042 2.98460
H 2.41539 -0.81287 1.35481
H 0.63740 1.92661 0.99019
H 0.77865 1.35456 2.78019
H -1.82563 0.66500 2.81154
H -1.38332 2.49766 2.80714
H -3.36501 2.30777 1.27123
H -2.62510 0.98335 0.14637
H -1.12847 3.02914 -2.43511
H -2.11526 -2.75616 2.05081
H -0.63161 -3.75066 -1.31900
H -3.65740 -3.97510 0.57911

natural (NBO) atomic charge list, values in e, 6 entries:
1. C -0.64
2. C -0.41
3. C -0.23
4. N -1.05
5. Ta 1.87
6. C -1.04

***

2.
Here is C6H22IO8 as an isolated structure from the Open Molecules 2025 dataset. Energies are from ωB97M-V/def2-TZVPD.

Properties
* LUMO level: 2.90 eV
* ΔE to the lowest compared entry with this formula, charge and spin: 80.98 kcal per mole
* highest occupied orbital energy: -5.6 eV
* net charge: -1
* Kohn-Sham gap: 0.3121 Eh

Atoms and positions in Å:
I 0.04511 -1.17426 0.19088
O -2.23017 -0.70006 2.02714
H -1.59643 -1.05080 1.40137
H -2.80655 -0.14653 1.50025
O -1.14149 -4.03259 0.76476
H -0.79988 -3.23300 0.36452
H -1.52172 -3.74242 1.59389
C -2.04568 0.56936 -1.46356
C -3.45272 0.99771 -1.90332
O -4.55394 0.24554 -1.36455
O -1.74741 -0.78953 -1.76280
H -1.96024 0.67479 -0.38204
H -1.17690 1.16519 -1.74341
H -3.54706 0.86407 -2.98097
H -3.56595 2.05818 -1.67818
H -4.51864 0.48572 -0.43575
H -0.98859 -0.96589 -1.20182
C 2.90427 -0.97549 -1.47687
C 4.42033 -0.95464 -1.67116
O 4.79516 0.33147 -2.14301
O 2.47611 -2.26112 -0.94389
H 2.36882 -0.76613 -2.40292
H 2.48808 -0.23367 -0.79527
H 4.69192 -1.71050 -2.40805
H 4.90600 -1.17552 -0.72067
H 4.56729 0.41276 -3.07202
H 1.60589 -2.03642 -0.60650
C 0.06680 2.34567 3.10717
C -0.04522 1.09731 2.13396
O 0.09430 1.58892 0.82099
O 1.31788 3.02477 3.21515
H -0.27951 2.06099 4.10071
H -0.62167 3.13039 2.79360
H -0.96737 0.52660 2.24363
H 0.80242 0.42857 2.28362
H 0.33794 0.83037 0.28541
H 1.67877 3.11013 2.32967

natural (NBO) atomic charge list, values in e, 6 entries:
1. I -0.46
2. O -0.97
3. H 0.45
4. H 0.46
5. O -0.97
6. H 0.46

***

3.
Here is C6H22N8O6Zn as an isolated structure from the Open Molecules 2025 dataset. Energies are from ωB97M-V/def2-TZVPD.

Properties
* LUMO level: -11.80 eV
* ΔE to the lowest compared entry with this formula, charge and spin: 314.27 kcal per mole
* highest occupied orbital energy: -14.4 eV
* net charge: +2
* Kohn-Sham gap: 0.0940 Eh

Atoms and positions in Å:
Zn 0.27256 0.08474 -0.41331
C -2.88583 -3.05412 -3.94041
O -2.46992 -2.39468 -2.96376
N -2.70498 -4.32534 -4.13052
N -3.22733 -2.39318 -5.04084
H -3.11970 -4.66328 -4.98720
H -2.71464 -4.99189 -3.37176
H -3.15956 -2.80340 -5.96129
H -3.13713 -1.38727 -5.03031
C -1.88677 -1.41269 4.71171
O -1.65806 -0.92693 3.61088
N -2.98279 -1.89675 5.07857
N -1.06201 -1.53822 5.64816
H -3.04173 -2.28629 6.00857
H -3.79683 -1.63968 4.53880
H -1.40366 -2.05078 6.44858
H -0.11521 -1.24894 5.44821
C -3.43157 4.06364 -0.03645
O -2.69951 3.30557 -0.53393
N -3.79221 5.21198 -0.49686
N -4.09417 3.77722 1.06591
H -3.19909 5.73810 -1.12258
H -4.52023 5.68655 0.01779
H -3.78529 2.90144 1.46300
H -4.91298 4.29604 1.34963
C 4.37044 3.50365 1.15706
O 3.39462 2.78469 1.09317
N 4.87412 4.05641 2.23998
N 5.24450 3.41210 0.20868
H 4.17351 4.22543 2.94758
H 5.84075 4.32258 2.36197
H 5.89675 4.15852 0.40237
H 4.88648 3.26994 -0.72498
C 2.99937 -2.62987 -2.45520
C 3.49748 -2.94263 -1.06175
O 2.39691 -2.63430 -0.14974
O 2.59470 -1.24780 -2.52372
H 2.13137 -3.14446 -2.86734
H 3.86299 -2.73683 -3.11158
H 4.33753 -2.24901 -1.02564
H 3.85505 -3.96476 -0.93726
H 2.34598 -3.37754 0.45575
H 2.82607 -0.85793 -3.36994

natural (NBO) atomic charge list, values in e, 6 entries:
1. Zn 1.21
2. C 0.75
3. O -0.60
4. N -0.78
5. N -0.78
6. H 0.39